{"formula": "C5H10ClNO", "method": "wB97M-V/def2-TZVPD", "multiplicity": 1, "energy_ev": -21402.2851, "lumo_energy_ev": [0.4, 0.9], "de_lowest_kcal_mol": 121.04, "orbital_gap_ev": [7.5, 8.7], "homo_energy_ha": [-0.2640, -0.2869], "species": ["C", "C", "C", "C", "C", "N", "O", "Cl", "H", "H", "H", "H", "H", "H", "H", "H", "H", "H"], "xyz": [[-0.3499, -0.4589, -0.0783], [0.2549, 0.8578, 0.4812], [1.7995, -0.7231, 1.1498], [0.6218, 1.6689, -0.7498], [-2.4465, -1.4463, -0.4462], [1.3391, 0.5395, 1.2738], [-1.5505, -0.7543, 0.4207], [2.9349, -1.0180, -0.2946], [-0.1951, -0.8319, -1.0593], [-0.5018, 1.4178, 1.0037], [2.2395, -1.3640, 1.8852], [1.2965, 1.1095, -1.4205], [0.7191, 2.8345, -0.6699], [-0.2804, 1.6174, -1.4128], [-1.8940, -1.2891, -1.4026], [-3.3601, -0.8997, -0.2838], [-2.4015, -2.5628, -0.1416], [1.7743, 1.3025, 1.7450]], "atomic_forces_ev_per_a": [[0.87, 0.57, 2.68], [-1.07, 0.00, -2.68], [-0.08, -0.55, -1.85], [-1.74, 1.64, -2.21], [2.38, -1.29, 0.29], [0.54, -0.60, 1.86], [0.15, 0.47, 0.97], [-0.10, -0.05, -0.01], [0.67, 0.04, -0.90], [-0.55, 0.02, 0.54], [-0.16, 0.26, 0.81], [0.62, 0.79, 0.72], [0.67, -2.33, 0.21], [0.16, 0.24, 0.49], [-1.72, -0.58, -0.13], [-0.68, -0.52, -0.58], [-0.68, 1.79, -0.67], [0.73, 0.10, 0.46]], "lowdin_charge": [-0.1140, -0.4094, -0.4648, -0.0816, -0.0413, -0.1085, -0.1386, 0.4092, 0.0971, 0.1361, 0.0345, 0.0591, 0.1124, 0.0758, 0.0878, 0.0886, 0.1254, 0.1324]}



{"formula": "C30H43F5P2Tb", "method": "wB97M-V/def2-TZVPD", "multiplicity": 7, "energy_ev": -86400.1370, "lumo_energy_ev": [-3.3, -2.9], "charge": 1, "orbital_gap_ev": [7.7, 8.0], "homo_energy_ha": [-0.4024, -0.4022], "species": ["Tb", "C", "C", "C", "C", "C", "C", "H", "H", "H", "C", "H", "H", "H", "C", "H", "H", "H", "C", "H", "H", "H", "C", "H", "H", "H", "C", "C", "C", "C", "C", "C", "C", "C", "H", "H", "H", "H", "H", "H", "H", "H", "H", "H", "H", "H", "P", "P", "C", "C", "H", "H", "H", "H", "C", "H", "H", "H", "C", "H", "H", "H", "C", "H", "H", "H", "C", "H", "H", "H", "F", "C", "C", "C", "F", "C", "F", "C", "F", "C", "F"], "xyz": [[-0.4482, 0.5184, -0.1243], [-0.9461, -1.8120, 0.7412], [0.3990, -1.8717, 0.2397], [0.3924, -0.5119, 2.1172], [-0.9438, -0.9750, 1.9046], [1.2189, -1.0410, 1.0783], [-2.1072, -2.6101, 0.2705], [-1.9758, -2.9317, -0.7683], [-3.0316, -2.0227, 0.3373], [-2.2374, -3.5059, 0.8973], [-2.0791, -0.7745, 2.8382], [-3.0216, -1.1209, 2.3965], [-2.2010, 0.2881, 3.0725], [-1.9237, -1.2987, 3.7932], [0.8936, 0.1760, 3.3308], [0.9226, -0.5036, 4.2012], [0.2399, 1.0128, 3.5887], [1.8995, 0.5791, 3.1676], [2.6929, -0.9030, 1.0277], [3.1608, -1.4850, 1.8355], [2.9968, 0.1423, 1.1687], [3.0979, -1.2619, 0.0762], [0.9126, -2.7629, -0.8301], [1.3535, -3.6812, -0.4043], [1.7027, -2.2711, -1.4165], [0.1154, -3.0745, -1.5113], [-1.9262, 1.0923, -6.0980], [-1.9654, -0.2521, -6.1889], [-1.2155, -1.0461, -7.2099], [0.2148, -0.5362, -7.5459], [0.9778, 0.0895, -6.4161], [1.0836, 1.4166, -6.1987], [0.1642, 2.4649, -6.7430], [-1.2789, 2.0071, -7.0863], [-1.7845, -1.0810, -8.1560], [0.1688, 0.1261, -8.4243], [-1.1409, -2.0930, -6.8811], [-1.3111, 1.6065, -8.1093], [-2.5397, 1.6098, -5.3488], [-2.7241, -0.8261, -5.6409], [-1.8919, 2.9231, -7.1102], [0.0987, 3.2874, -6.0114], [1.9788, 1.8086, -5.6911], [0.6076, 2.9126, -7.6510], [0.7937, -1.4184, -7.8640], [1.6087, -0.6069, -5.8407], [-1.2549, -0.0690, -2.6214], [1.7128, 1.4604, -1.5690], [-0.3311, 1.2273, -3.5818], [0.7871, 2.1328, -3.0122], [-1.0891, 1.8934, -4.0228], [0.0663, 0.6437, -4.4214], [1.5167, 2.3542, -3.8125], [0.3405, 3.0964, -2.7151], [2.4602, 2.9325, -0.8067], [3.1221, 2.6011, 0.0061], [1.6771, 3.5684, -0.3690], [3.0328, 3.5079, -1.5471], [3.0984, 0.5487, -2.3242], [3.5892, 1.1621, -3.0981], [2.7296, -0.3858, -2.7789], [3.8295, 0.2887, -1.5404], [-2.9964, 0.3130, -2.9877], [-3.6403, -0.3946, -2.4510], [-3.1898, 0.2376, -4.0617], [-3.2437, 1.3274, -2.6463], [-0.8665, -1.6208, -3.4980], [0.1703, -1.9218, -3.3010], [-0.9916, -1.5154, -4.5870], [-1.5463, -2.4061, -3.1354], [-1.2751, 2.3172, 2.9886], [-1.6830, 3.0787, 1.9235], [-1.4973, 2.6327, 0.6294], [-1.9795, 3.4833, -0.3561], [-1.8801, 3.1010, -1.6814], [-2.5823, 4.7139, -0.0993], [-2.9995, 5.4995, -1.1170], [-2.7566, 5.1230, 1.2236], [-3.3665, 6.2870, 1.5124], [-2.2984, 4.2870, 2.2426], [-2.4654, 4.6385, 3.5310]], "atomic_forces_ev_per_a": [[-0.64, 1.06, 1.79], [1.26, 0.11, 0.50], [-0.24, 0.36, 1.16], [-0.33, -1.00, -0.68], [1.03, -0.49, -0.34], [-1.30, -0.56, 0.07], [-0.39, -0.13, -0.16], [-0.10, -0.03, 0.17], [0.05, -0.23, -0.08], [-0.03, 0.21, -0.23], [-0.60, 0.41, 0.21], [0.19, -0.01, 0.21], [-0.06, -0.23, 0.10], [-0.02, 0.04, -0.30], [0.00, 0.63, 0.40], [0.04, 0.17, -0.39], [0.25, -0.19, 0.17], [-0.14, -0.12, 0.15], [0.60, 0.05, 0.02], [-0.03, 0.12, -0.22], [0.11, -0.19, -0.04], [0.00, 0.06, 0.18], [0.22, -0.38, -0.39], [-0.13, 0.32, -0.11], [-0.16, -0.18, 0.03], [0.22, -0.01, 0.14], [-0.95, -1.04, -0.23], [-0.80, 1.13, -0.52], [0.33, -0.35, -0.45], [-0.58, -0.50, -0.20], [0.88, 0.79, -0.13], [0.68, -0.90, -0.75], [-0.08, 0.30, -0.38], [0.42, 0.68, -0.24], [0.06, -0.05, 0.32], [0.14, -0.10, 0.47], [-0.09, 0.23, 0.01], [-0.03, -0.08, 0.41], [0.12, -0.37, -0.37], [0.49, 0.32, 0.12], [0.19, -0.29, -0.12], [0.12, -0.22, -0.14], [-0.64, -0.35, 0.31], [-0.13, -0.03, 0.31], [-0.15, 0.34, -0.02], [0.02, 0.45, -0.35], [0.01, 0.15, -1.12], [0.45, 0.23, -0.63], [-0.03, 0.11, -0.33], [-0.18, 0.12, 0.18], [0.37, -0.34, 0.29], [-0.13, 0.37, 0.39], [-0.35, -0.05, 0.34], [0.24, -0.33, 0.07], [0.19, 0.10, 0.10], [-0.09, 0.18, -0.23], [0.19, -0.17, -0.16], [-0.10, -0.10, 0.25], [0.26, -0.14, -0.01], [-0.14, -0.23, 0.30], [0.14, 0.35, 0.13], [-0.26, 0.08, -0.36], [-0.39, -0.13, 0.05], [0.08, 0.11, -0.14], [-0.07, 0.00, 0.40], [0.16, -0.27, -0.06], [-0.06, -0.20, -0.36], [-0.31, 0.11, 0.03], [0.04, -0.01, 0.58], [0.26, 0.14, -0.09], [-0.24, 0.55, -0.65], [-0.17, 0.31, 0.15], [-0.09, 0.00, -0.26], [-0.12, 0.30, 0.65], [0.09, 0.04, 0.39], [-0.08, 0.11, -0.54], [0.15, -0.38, 0.61], [-0.06, 0.07, 0.04], [0.47, -0.81, -0.24], [-0.06, 0.03, 0.48], [0.04, -0.04, -0.67]], "lowdin_spin": [6.1528, -0.0173, -0.0166, -0.0160, -0.0160, -0.0174, 0.0002, 0.0000, 0.0000, -0.0001, 0.0003, 0.0000, 0.0001, 0.0000, -0.0003, -0.0003, -0.0001, 0.0000, 0.0000, -0.0002, 0.0000, 0.0000, -0.0002, -0.0004, 0.0000, 0.0000, 0.0000, 0.0000, 0.0000, 0.0000, 0.0001, 0.0000, 0.0000, 0.0000, 0.0000, 0.0000, 0.0000, 0.0000, 0.0000, 0.0000, 0.0000, 0.0000, 0.0000, 0.0000, 0.0000, 0.0000, -0.0186, -0.0193, 0.0008, 0.0008, 0.0000, 0.0001, 0.0001, 0.0000, -0.0001, 0.0000, 0.0003, -0.0002, -0.0042, -0.0009, -0.0001, 0.0000, -0.0003, 0.0000, -0.0002, 0.0002, -0.0026, 0.0000, -0.0005, 0.0000, 0.0002, -0.0003, -0.0210, -0.0010, -0.0005, -0.0002, -0.0001, -0.0003, -0.0001, -0.0001, -0.0001]}



{"formula": "C4H7NO2", "method": "wB97M-V/def2-TZVPD", "multiplicity": 1, "energy_ev": -9845.9076, "lumo_energy_ev": 0.8, "de_lowest_kcal_mol": 31.64, "orbital_gap_ev": 10.7, "homo_energy_ha": -0.3658, "species": ["O", "C", "C", "C", "N", "C", "O", "H", "H", "H", "H", "H", "H", "H"], "xyz": [[0.6283, -0.6737, -3.3575], [0.5001, -0.0261, -2.3515], [0.0476, -0.6514, -1.0447], [0.3585, 0.2097, 0.1614], [-0.5990, -0.0620, 1.2200], [-0.4897, 0.4311, 2.4850], [-1.4223, 0.6441, 3.2219], [0.7008, 1.0611, -2.3893], [-1.0315, -0.6334, -1.1330], [0.5069, -1.6313, -1.0335], [1.3605, 0.0643, 0.5545], [0.2880, 1.2656, -0.0740], [-1.4003, -0.5862, 0.9393], [0.5521, 0.5882, 2.8014]], "atomic_forces_ev_per_a": [[0.00, 0.06, 0.15], [0.18, -0.28, -0.42], [0.70, 1.21, -0.44], [0.15, -0.03, 0.79], [0.57, -0.28, -0.12], [-0.36, -0.09, -0.09], [0.02, -0.27, 0.17], [-0.09, 0.09, 0.25], [-0.43, -0.65, -0.13], [-0.44, -0.37, 0.28], [0.31, -0.19, -0.10], [0.00, 0.30, -0.46], [-0.74, 0.19, 0.25], [0.15, 0.30, -0.13]], "lowdin_charge": [0.0561, -0.2596, -0.1286, -0.2137, 0.0104, -0.3664, 0.0309, 0.1254, 0.1231, 0.1277, 0.1219, 0.1142, 0.1257, 0.1330]}



{"formula": "C3H3BrS", "method": "wB97M-V/def2-TZVPD", "multiplicity": 1, "energy_ev": -84035.1438, "lumo_energy_ev": -0.5, "de_lowest_kcal_mol": 8.93, "orbital_gap_ev": 8.4, "homo_energy_ha": -0.3272, "species": ["C", "C", "C", "S", "Br", "H", "H", "H"], "xyz": [[-1.0062, 0.5618, -1.0280], [0.0730, -0.0534, -0.2933], [1.0368, -0.4624, 0.2922], [2.3689, -1.1742, 1.3602], [1.3902, -1.0296, 3.2970], [-1.5851, -0.2010, -1.5523], [-0.6175, 1.2771, -1.7490], [-1.6601, 1.0816, -0.3268]], "atomic_forces_ev_per_a": [[-0.40, -0.14, -0.09], [0.51, 0.12, 0.02], [2.34, -1.48, 2.13], [-2.24, 1.26, -2.07], [-0.05, 0.00, 0.19], [-0.06, 0.15, -0.03], [-0.03, 0.06, -0.04], [-0.07, 0.04, -0.11]], "lowdin_charge": [-0.1055, -0.1919, -0.4446, 0.2997, 0.1950, 0.0805, 0.0822, 0.0845]}



{"formula": "C4H6O2", "method": "wB97M-V/def2-TZVPD", "multiplicity": 1, "energy_ev": -8335.7614, "lumo_energy_ev": -0.5, "de_lowest_kcal_mol": 108.38, "orbital_gap_ev": 8.0, "homo_energy_ha": -0.3120, "species": ["C", "C", "C", "C", "O", "O", "H", "H", "H", "H", "H", "H"], "xyz": [[0.8951, -0.1158, -0.6442], [0.7937, -1.0853, 0.3748], [-0.7485, 1.3076, -0.3124], [-0.7344, -0.2710, 0.5922], [-0.4347, 2.3698, 0.1269], [-1.7461, -0.8846, 0.2462], [-1.4992, 1.1443, -1.1151], [-0.5261, 0.2179, 1.5474], [0.4943, -2.0945, 0.1250], [1.5562, 0.7353, -0.5427], [0.5014, -0.3272, -1.6314], [1.4482, -0.9965, 1.2333]], "atomic_forces_ev_per_a": [[-0.44, -0.08, 0.38], [-0.02, 0.08, -0.06], [0.06, -0.07, 0.24], [0.22, 0.19, -0.28], [-0.02, -0.30, -0.12], [0.24, 0.07, -0.14], [0.02, -0.02, 0.01], [0.11, 0.03, -0.04], [-0.04, 0.05, -0.01], [-0.04, 0.00, 0.02], [-0.04, 0.01, 0.03], [-0.05, 0.03, -0.03]], "lowdin_charge": [0.0176, -0.0918, -0.2222, -0.4403, 0.0581, -0.0444, 0.1246, 0.1603, 0.1123, 0.1065, 0.1165, 0.1027]}



{"formula": "C2ClN3O4", "method": "wB97M-V/def2-TZVPD", "multiplicity": 1, "energy_ev": -27245.4759, "lumo_energy_ev": [-2.1, -2.0], "de_lowest_kcal_mol": 80.23, "orbital_gap_ev": [7.9, 7.6], "homo_energy_ha": [-0.3673, -0.3561], "species": ["O", "N", "O", "C", "N", "O", "O", "N", "C", "Cl"], "xyz": [[0.3908, -1.4966, -1.5036], [0.3514, -1.4689, -0.2909], [0.0998, -2.3820, 0.4331], [0.6942, -0.1598, 0.3796], [1.4905, 0.0851, 1.2136], [2.1812, 0.6274, 2.0064], [-0.6426, 2.4494, -1.7332], [-1.1814, 1.6698, -1.0261], [-1.1431, 0.7649, -0.2157], [-2.2409, -0.0894, 0.7368]], "atomic_forces_ev_per_a": [[-0.12, 0.47, 0.61], [1.11, 0.65, -0.63], [-0.25, -0.52, 0.70], [-1.28, -1.23, -1.47], [0.39, 0.45, 0.27], [0.25, -0.01, 0.30], [0.00, 0.94, -0.91], [0.60, -1.66, 1.58], [-0.59, 0.58, -0.15], [-0.11, 0.32, -0.29]], "lowdin_charge": [0.1072, -0.4008, 0.1104, -0.0267, -0.0447, 0.1191, 0.0803, -0.1271, -0.5733, 0.7556]}